The following is a DFT calculation (wB97M-V/def2-TZVPD) of a single C6H7NO molecule at a distorted geometry.

Computed properties:
- Total charge: 0
- Molecular weight: 109.13 g/mol
- SMILES: c1cc2c(o1)CNC2
- Relative energy (zero: lowest compared OMol25 entry of this formula, charge and spin): 4.432 eV
- HOMO-LUMO gap: 9.46 eV
- Total energy: -9868.2260 eV

XYZ file:
```
15
Properties=species:S:1:pos:R:3:forces:R:3:nbo_charge:R:1
C 1.804340 -0.346600 1.422197 3.2 -2.9 2.0 0.113
C 0.866115 -1.289038 1.161941 1.4 -0.4 -0.8 -0.335
C 0.163431 -0.743733 0.052178 -4.1 -0.1 -1.0 -0.128
C 0.540795 0.528895 -0.065307 2.0 1.9 -0.3 0.253
O 1.550663 0.783551 0.782914 1.9 1.5 -0.4 -0.412
C -0.120796 1.599482 -0.908042 -4.4 -2.6 3.8 -0.243
N -1.260477 0.589841 -1.259652 -4.8 0.8 -1.1 -0.660
C -1.264012 -0.772020 -0.657961 0.4 -2.3 2.7 -0.212
H 2.933724 -0.770692 1.819160 -3.4 2.4 -0.8 0.213
H 1.079592 -2.280473 1.512946 -0.7 -0.4 -0.1 0.228
H 0.314270 2.181711 -1.716911 0.2 -0.6 0.0 0.229
H -0.763707 2.234732 -0.156001 2.0 -0.2 -1.4 0.203
H -2.302211 0.989606 -1.002288 3.8 -0.9 -1.2 0.367
H -2.020292 -0.869252 0.323610 1.6 0.4 -2.7 0.177
H -1.521437 -1.836010 -1.308782 0.8 3.5 1.2 0.206
```
Positions in Å, forces in eV/Å.